(1)
# C45H43N2OP

A cluster of 2 separate species, C45H43N2OP in total in a non-equilibrium geometry (ωB97M-V/def2-TZVPD, OMol25).

## Properties
Frontier orbital gap ... 5.2 eV
2S+1 ... 1
E_tot ... -2266.631417 Ha
Structure (SMILES) ... Cc1cc(C)c(N2C=CN(c3c(C)cc(C)cc3C)P2)c(C)c1.O=C1C(c2ccccc2)=CC(=Cc2ccccc2)C=C1c1ccccc1
ΔE to the lowest compared entry with this formula, charge and spin ... 14.5 kcal per mole

XYZ file:
```
92
Properties=species:S:1:pos:R:3:lowdin_charge:R:1
H -0.748 -6.406 -2.115 0.08
N -0.800 -2.577 -1.133 -0.28
H -0.815 -1.734 2.687 0.07
H -0.515 3.431 1.288 0.11
C 0.290 -1.699 -6.912 -0.01
C 1.493 2.871 1.943 -0.20
H 1.068 1.087 -8.723 0.07
C -0.281 -3.504 -5.274 -0.04
C 0.071 0.287 -4.956 -0.21
H 3.345 2.724 3.065 0.13
H 2.993 2.691 -1.833 0.12
H 0.581 -0.676 -1.270 -0.08
C 0.410 0.620 -6.268 -0.01
C -0.101 1.313 -3.890 -0.04
C 2.882 0.480 7.460 -0.08
H 0.392 -2.470 -7.682 0.12
C -0.785 -5.967 0.427 -0.01
H -1.097 1.266 -3.434 0.09
H 0.666 -4.025 -5.060 0.09
H -2.336 0.923 4.529 0.10
H -0.560 6.134 -1.218 0.11
H -0.778 -7.022 0.135 0.11
H 0.511 5.101 0.745 0.11
H -0.006 -6.632 3.509 0.08
N -0.521 -1.394 -3.268 -0.29
C 0.208 5.370 -1.366 -0.07
H -4.620 4.523 1.999 0.10
C 0.791 4.771 -0.255 -0.03
C -2.051 2.657 3.302 -0.16
C 2.097 2.849 0.665 0.04
C -4.228 1.677 3.827 -0.08
H -5.972 2.682 3.022 0.10
C 1.670 2.132 4.266 -0.07
H 0.182 5.514 -3.529 0.11
C 2.127 0.770 6.327 -0.02
C -0.715 -3.620 -0.137 -0.21
C -0.581 2.568 3.223 -0.07
C 4.391 2.281 6.902 -0.09
P 0.569 -1.932 -2.009 0.99
C -4.884 2.685 3.112 -0.09
C -4.125 3.710 2.531 -0.09
H 2.109 3.948 -3.808 0.11
C -0.881 -1.833 1.601 -0.04
C -2.732 3.708 2.634 -0.04
C 3.644 2.561 5.756 -0.04
C 4.011 1.246 7.768 -0.09
H -0.842 -7.707 2.365 0.07
C 0.634 5.032 -2.658 -0.07
H 5.275 2.882 7.121 0.10
H -0.959 -3.624 -4.423 0.05
C -0.730 -4.967 -0.545 -0.21
C -0.119 -1.060 -4.617 -0.20
H 2.967 2.203 0.507 0.13
C 1.711 3.687 -0.403 -0.22
C 0.524 -0.363 -7.257 -0.27
C -0.868 -6.719 2.835 -0.06
C 0.224 1.777 4.186 -0.25
C -0.867 -4.300 2.168 -0.01
H -4.793 0.877 4.302 0.10
C -0.845 -5.646 1.788 -0.27
H -1.591 -4.919 -2.531 0.08
C 0.081 3.042 2.115 0.02
H -0.070 -1.253 1.147 0.07
H 0.149 -0.297 -9.380 0.08
H 2.573 -0.343 8.100 0.10
H -1.829 -1.376 1.286 0.09
C -2.838 1.686 3.945 -0.02
H 4.587 1.035 8.671 0.10
H 1.858 -0.488 -8.950 0.08
H -0.738 -4.015 -6.133 0.08
C 2.212 3.445 -1.714 -0.03
O -0.258 0.805 4.795 0.04
H 3.933 3.386 5.099 0.11
C 2.259 2.604 3.119 0.03
C -0.806 -3.276 1.220 -0.20
H 0.602 1.663 -6.530 0.11
H 0.206 -4.967 -2.500 0.07
H -0.925 -4.047 3.229 0.12
C -1.999 -2.291 -1.764 -0.16
H -2.155 4.534 2.210 0.11
C 0.920 0.004 -8.658 -0.06
H -2.926 -2.623 -1.320 0.12
H 0.633 1.173 -3.090 0.07
H -2.623 -1.398 -3.657 0.12
C -0.045 -2.062 -5.604 -0.20
H 0.034 2.308 -4.312 0.06
C -0.712 -5.317 -2.002 -0.05
C 2.468 1.824 5.462 -0.16
C -1.843 -1.661 -2.955 -0.17
H -1.768 -6.635 3.458 0.08
H 1.238 0.191 6.103 0.10
C 1.687 4.113 -2.814 -0.10
```

***

(2)
# C22H36BrFeOS4

A structure of composition C22H36BrFeOS4 in a non-equilibrium geometry (ωB97M-V/def2-TZVPD, OMol25).

## Properties
Frontier orbital gap (alpha / beta) ... 8.6 / 7.0 eV
Charge ... +2
2S+1 ... 2
E_tot ... -6365.105385 Ha

XYZ file:
```
65
Properties=species:S:1:pos:R:3:nbo_charge:R:1
H -1.801 0.738 6.703 0.24
C -0.439 -0.088 3.108 -0.24
H -1.455 3.178 -2.071 0.22
C -3.515 0.962 4.607 -0.59
H -0.054 -0.617 3.966 0.26
Br 1.412 -1.663 1.627 0.21
H -0.231 -4.261 -3.629 0.27
H 3.800 1.548 -1.711 0.26
H -2.675 2.301 2.281 0.24
C 0.028 -0.358 1.855 -0.11
S 1.550 0.034 -2.759 0.39
C -1.479 1.319 0.844 0.02
C -0.446 0.319 0.668 0.45
H -0.555 3.548 -0.609 0.22
C -3.100 3.093 0.060 -0.61
C -1.432 0.896 3.271 0.19
H 0.495 -0.156 -4.927 0.26
H -2.653 3.860 0.692 0.22
C 3.290 0.122 -3.253 -0.54
H -2.263 3.378 4.153 0.21
C -0.581 -1.406 -3.539 -0.55
C 0.286 -3.987 -2.710 -0.55
C -2.086 2.027 -0.361 -0.10
H 2.170 -4.948 -3.120 0.26
C 1.788 -3.946 -2.921 -0.53
C -1.001 2.737 -1.183 -0.60
H -3.960 2.666 0.574 0.22
S -0.409 -2.445 -2.054 0.38
H -2.165 3.002 5.865 0.24
S 2.526 -3.313 -1.399 0.35
O 0.006 -0.003 -0.480 -0.67
H -0.288 0.616 5.827 0.21
H 3.614 -0.830 -3.667 0.22
C -1.361 0.438 5.753 -0.61
H -3.702 0.605 -0.669 0.23
H -3.934 1.195 5.585 0.24
H -3.718 -0.088 4.397 0.22
H 1.377 -1.618 -4.500 0.22
H -0.208 2.069 -1.503 0.21
H 5.134 0.515 -2.171 0.26
H -1.129 -1.971 -4.295 0.27
C 4.225 -2.910 -1.862 -0.53
C -2.828 0.977 -1.202 -0.59
H -2.202 0.118 -1.440 0.19
H 5.754 -1.607 -1.021 0.27
H -1.537 -0.632 5.643 0.21
C -1.764 2.745 4.886 -0.59
H 3.420 0.887 -4.020 0.26
C 4.742 -1.942 -0.796 -0.55
C -2.002 1.247 4.628 -0.11
H 4.840 -3.810 -1.874 0.27
H 2.077 -3.304 -3.751 0.22
H 0.029 -4.746 -1.970 0.26
H 4.245 -2.475 -2.858 0.22
H -3.475 3.589 -0.835 0.24
H -0.701 2.985 4.885 0.22
C 0.717 -0.844 -4.111 -0.53
S 3.696 -0.482 -0.524 0.36
H -1.233 -0.588 -3.226 0.26
H -4.041 1.570 3.874 0.21
C 4.058 0.527 -1.997 -0.55
Fe 1.440 -1.319 -0.899 0.47
C -1.910 1.558 2.124 -0.17
H -3.175 1.427 -2.132 0.23
H 4.789 -2.439 0.175 0.26
```

***

(3)
# C40H28NO8P2PtS2

A structure of composition C40H28NO8P2PtS2 in a non-equilibrium geometry (ωB97M-V/def2-TZVPD, OMol25).

## Properties
Frontier orbital gap (alpha / beta) ... 6.9 / 4.4 eV
Charge ... -1
2S+1 ... 5
E_tot ... -3796.179953 Ha
ΔE to the lowest compared entry with this formula, charge and spin ... 22.7 kcal per mole

XYZ file:
```
82
Properties=species:S:1:pos:R:3:lowdin_charge:R:1
C 4.712 0.658 -3.636 -0.07
C -1.481 3.671 1.730 -0.09
H -2.108 -1.902 -7.133 0.10
C 4.354 0.734 -0.878 -0.08
H -2.577 2.859 -4.191 0.11
H 2.651 -5.894 0.577 0.11
S 0.799 0.486 -2.623 0.87
H -5.630 6.573 -0.385 0.14
C 3.893 -5.548 -1.133 -0.08
O -2.701 -0.146 3.035 0.06
H -0.154 4.626 0.334 0.12
H 6.132 2.227 -3.332 0.10
C -4.741 4.721 -2.443 -0.20
H -3.938 4.958 -4.414 0.11
C -2.036 -0.083 2.018 -0.63
C -3.220 3.197 -3.394 -0.03
P 0.856 -2.504 -3.270 1.02
C -0.111 2.484 0.194 -0.13
C -3.150 -1.499 -5.304 -0.08
H 3.172 -0.833 -3.641 0.07
C -0.542 3.695 0.714 0.01
C -1.500 1.304 1.589 -0.18
H 4.848 0.635 -4.707 0.11
C -2.366 1.221 -2.162 -0.63
C -0.495 -6.384 -1.170 -0.09
H 0.632 2.430 -0.592 0.08
H -1.206 -5.166 0.447 0.11
C 4.356 -4.618 -2.047 -0.08
C 3.920 -3.310 -1.987 -0.09
C -1.889 -1.790 -3.287 -0.11
C -3.260 2.435 -2.237 -0.12
C 3.789 -0.177 -3.041 -0.16
H 4.197 0.756 0.193 0.08
Pt -0.557 -0.576 -0.507 1.05
O -1.548 1.073 -3.082 -0.12
C -0.716 -5.182 -0.515 -0.07
C -0.324 -3.986 -1.091 -0.11
H -0.828 -7.313 -0.727 0.10
H -2.701 2.390 2.980 0.13
C -4.793 3.946 -1.279 -0.18
C -4.061 2.793 -1.149 0.09
C 0.571 -5.202 -2.957 -0.11
H 1.907 -3.534 0.725 0.08
C 3.026 -2.925 -0.996 -0.35
C -6.050 5.742 -0.977 -0.16
P 2.364 -1.234 -0.910 0.42
H 5.058 -4.914 -2.811 0.10
H -3.928 -1.170 -3.332 0.12
C 5.255 1.593 -1.487 -0.07
C -3.966 4.361 -3.519 0.01
H -1.843 -1.756 -2.196 0.07
C 5.440 1.545 -2.859 -0.08
C 2.582 -3.854 -0.058 -0.11
H 4.283 -2.589 -2.701 0.09
O -5.675 4.515 -0.401 0.04
C 0.884 -1.177 -1.990 -1.12
H -4.085 2.192 -0.256 0.13
O -2.840 5.551 1.547 -0.01
H -4.078 -1.231 -5.791 0.10
C 3.629 -0.158 -1.658 -0.38
H -0.530 -3.048 -0.560 0.07
H 1.104 -5.202 -3.899 0.10
C -0.847 -2.145 -5.423 -0.11
H 5.804 2.315 -0.898 0.11
C -1.974 2.467 2.187 0.07
C 0.146 -6.393 -2.400 -0.09
C -3.072 -1.465 -3.922 -0.07
O -1.737 -1.053 1.265 -0.14
H 4.230 -6.572 -1.192 0.10
C -0.763 -2.109 -4.036 -0.39
H -7.146 5.815 -0.987 0.13
H 0.037 -2.387 -5.998 0.09
O -1.535 5.345 3.386 0.00
N -0.591 1.339 0.634 -0.04
C 0.325 -3.989 -2.319 -0.37
O -2.524 0.474 -1.165 -0.08
C -2.043 -1.857 -6.055 -0.09
O -5.563 5.809 -2.304 0.03
H 0.305 -7.323 -2.929 0.10
S 1.892 -0.740 0.931 0.38
C -2.029 5.051 2.311 -0.75
C 3.010 -5.166 -0.137 -0.07
```

***

(4)
# C33H46BN11O2S3Tl

A structure of composition C33H46BN11O2S3Tl (ωB97M-V/def2-TZVPD, OMol25).

## Properties
Frontier orbital gap ... 7.1 eV
Charge ... +1
2S+1 ... 1
E_tot ... -3429.778555 Ha
ΔE to the lowest compared entry with this formula, charge and spin ... 19.8 kcal per mole

XYZ file:
```
97
Properties=species:S:1:pos:R:3:lowdin_charge:R:1
H 1.792 2.959 1.926 0.14
N 2.338 1.162 -1.173 0.06
C 1.515 -0.254 1.957 -0.62
H -1.542 -3.240 -2.306 0.10
C 2.567 0.205 -2.125 -0.61
H -3.656 2.332 1.853 0.05
H -4.058 5.280 1.350 0.10
H 6.450 0.470 -3.285 0.09
C -4.027 2.616 0.873 -0.07
H -0.625 -5.982 3.572 0.11
B 1.194 1.111 -0.187 -0.72
H -4.874 4.347 -0.919 0.10
C -3.061 4.901 1.126 -0.02
C -1.257 0.732 -2.785 -0.13
S -1.529 0.829 1.283 0.76
C 1.740 1.925 2.215 -0.03
C -3.841 4.063 -1.119 -0.02
H 6.246 -0.090 -4.939 0.10
H -4.115 1.716 0.265 0.07
H 3.463 2.864 -0.465 0.13
N -1.466 -3.527 1.449 0.04
C -1.253 -5.247 3.087 -0.04
H -3.954 1.820 -4.491 0.12
C -0.733 -4.440 2.092 -0.15
N 0.304 -3.994 -2.154 -0.03
O -5.025 -1.423 -1.141 0.11
N -1.834 -0.138 -1.954 0.05
C -3.157 -0.307 -1.999 -0.18
H 0.296 -4.998 -2.026 0.08
H 1.845 1.832 4.403 0.13
C 0.174 -0.494 5.186 -0.01
S 1.330 -1.796 1.182 0.74
H 5.291 -2.176 -4.145 0.09
H -0.180 0.808 -2.723 0.06
H -2.487 5.705 0.666 0.08
H 0.144 0.557 5.471 0.09
C -0.950 4.037 -0.877 -0.04
H 5.615 1.487 -4.486 0.09
C -3.832 -1.252 -1.019 -0.45
H -1.281 4.974 -1.283 0.12
H -1.476 2.161 -4.355 0.12
H -1.292 -3.979 -0.856 0.07
H 4.097 -0.704 -5.873 0.09
H 1.130 -3.591 -1.726 0.01
H -0.662 -0.692 4.513 0.09
H 0.612 0.130 -0.452 -0.05
H 0.308 -4.512 1.798 0.10
N 1.617 0.913 1.295 0.05
H 2.641 -1.175 6.299 0.10
C 3.406 2.041 -1.155 -0.04
H -5.023 3.044 0.995 0.10
C -1.985 1.466 -3.702 -0.02
Tl -0.785 -1.422 -0.223 0.65
C 1.497 -0.863 4.514 -0.53
H -3.022 -5.695 4.223 0.12
N 0.181 2.261 -0.267 0.05
C -3.575 -2.358 1.045 -0.44
C 2.691 -0.542 5.414 -0.03
H 3.364 0.819 -5.358 0.09
N 1.613 0.001 3.284 0.03
C -3.357 1.274 -3.773 -0.04
C -1.058 2.139 0.276 -0.61
C 4.449 -0.234 -3.811 -0.55
S 1.544 -1.104 -2.510 0.71
C 1.512 -2.356 4.222 -0.08
C 4.754 -1.657 -3.350 -0.04
C -3.343 -4.129 2.796 0.02
C -2.745 -3.381 1.791 -0.19
C 4.279 1.646 -2.096 -0.03
C 5.767 0.466 -4.136 -0.05
C 3.568 -0.210 -5.058 -0.04
N 3.765 0.510 -2.701 0.01
N -1.773 3.232 -0.108 0.02
H 5.218 2.080 -2.375 0.11
C -3.174 3.686 0.205 -0.53
H 1.131 3.726 -1.525 0.12
N -3.004 -1.862 -0.115 0.03
H 1.508 -2.862 5.189 0.10
H -2.581 4.623 2.066 0.09
H -5.015 0.179 -2.902 0.13
H 3.845 -2.209 -3.129 0.03
H 5.387 -1.642 -2.462 0.09
H -3.845 3.211 -1.799 0.07
H 0.637 -2.677 3.666 0.04
C 0.247 3.432 -0.986 -0.03
H 3.629 -0.747 4.897 0.10
O -4.645 -2.040 1.506 0.12
N -0.858 -3.405 -1.574 -0.10
C -2.583 -5.083 3.446 -0.03
H -4.381 -3.948 3.036 0.13
H 2.625 -0.725 -4.893 0.04
H 2.408 -2.661 3.683 0.08
H -3.360 4.906 -1.613 0.08
H 2.700 0.492 5.754 0.08
C 1.752 1.368 3.440 -0.03
H 0.046 -1.094 6.087 0.10
C -3.953 0.375 -2.906 0.02
```

***

- Which value of 2S+1 does entry 3 give?
  5